The following is a DFT calculation (the ωB97M-V functional and the def2-TZVPD basis) of a molecular structure, C60H85BiFN4P4.

Its charge is +1. The frontier orbital gap is 7.37 eV. As for the LUMO energy: -2.735 eV. The calculated total energy is -4236.05887 Eh. The energy above the lowest of the compared OMol25 structures with the same formula, charge and spin is 0.0 kJ/mol.

CARTESIAN COORDINATES (ANGSTROEM)
1 Bi -0.029 0.710 0.895
2 C 3.442 -3.179 -3.157
3 C 3.557 -2.992 -1.643
4 C 4.776 -2.142 -1.310
5 P 1.976 -2.279 -0.953
6 C 0.836 -3.767 -1.006
7 C -0.033 -3.821 0.247
8 C 1.407 -5.161 -1.273
9 C 2.433 -2.197 0.829
10 C 2.853 -3.350 1.502
11 C 3.324 -3.316 2.799
12 C 3.407 -2.097 3.460
13 C 2.999 -0.946 2.819
14 C 2.497 -0.978 1.517
15 N 2.079 0.263 0.927
16 C 3.042 1.202 0.583
17 C 4.389 0.806 0.507
18 C 5.391 1.692 0.182
19 C 5.100 3.024 -0.089
20 C 3.783 3.428 -0.052
21 C 2.740 2.545 0.261
22 P 1.018 3.087 0.198
23 C 0.612 4.765 0.907
24 C 1.762 5.771 0.906
25 C -0.064 4.776 2.278
26 C 0.579 3.274 -1.582
27 C -0.932 3.413 -1.772
28 C 1.331 4.396 -2.293
29 H 4.221 -3.859 -3.508
30 H 3.581 -2.231 -3.672
31 H 2.477 -3.581 -3.468
32 H 3.683 -3.974 -1.177
33 H 4.654 -1.118 -1.672
34 H 5.663 -2.564 -1.788
35 H 4.963 -2.108 -0.237
36 H 0.189 -3.515 -1.841
37 H 0.504 -4.302 1.064
38 H -0.942 -4.396 0.057
39 H -0.319 -2.829 0.602
40 H 2.014 -5.519 -0.440
41 H 2.002 -5.222 -2.181
42 H 0.573 -5.858 -1.385
43 H 2.825 -4.301 0.984
44 H 3.641 -4.228 3.288
45 H 3.789 -2.041 4.471
46 H 3.068 0.004 3.324
47 H 4.636 -0.221 0.721
48 H 6.413 1.338 0.136
49 H 5.882 3.730 -0.327
50 H 3.560 4.458 -0.270
51 H -0.132 5.082 0.172
52 H 2.549 5.466 1.595
53 H 1.365 6.725 1.258
54 H 2.195 5.941 -0.076
55 H 0.675 4.816 3.074
56 H -0.710 3.917 2.450
57 H -0.682 5.672 2.354
58 H 0.877 2.312 -2.020
59 H -1.315 4.356 -1.373
60 H -1.483 2.590 -1.315
61 H -1.157 3.402 -2.839
62 H 1.001 5.379 -1.954
63 H 1.112 4.338 -3.358
64 H 2.411 4.320 -2.179
65 C 1.011 3.206 5.537
66 C 1.924 2.234 4.785
67 C 2.291 2.755 3.398
68 C 1.370 0.812 4.831
69 C 1.931 -0.003 5.814
70 C 1.463 -1.278 6.060
71 C 0.414 -1.766 5.303
72 C -0.170 -1.006 4.295
73 C -1.316 -1.631 3.500
74 C -2.710 -1.310 4.066
75 C -1.196 -3.157 3.413
76 C 0.314 0.299 4.059
77 N -0.338 1.125 3.074
78 C -1.529 1.726 3.501
79 C -1.872 1.850 4.860
80 C -3.041 2.459 5.275
81 C -3.946 2.983 4.360
82 C -3.641 2.890 3.013
83 C -2.467 2.282 2.635
84 F -2.205 2.230 1.274
85 H 1.516 4.165 5.673
86 H 0.759 2.815 6.523
87 H 0.080 3.381 5.000
88 H 2.858 2.194 5.350
89 H 1.432 2.697 2.731
90 H 3.109 2.189 2.953
91 H 2.620 3.795 3.461
92 H 2.746 0.389 6.409
93 H 1.910 -1.888 6.834
94 H 0.046 -2.760 5.506
95 H -1.268 -1.240 2.478
96 H -2.702 -1.405 5.154
97 H -3.434 -2.025 3.671
98 H -3.061 -0.311 3.821
99 H -1.525 -3.623 4.343
100 H -0.175 -3.482 3.209
101 H -1.849 -3.529 2.624
102 H -1.203 1.433 5.598
103 H -3.250 2.515 6.335
104 H -4.862 3.454 4.683
105 H -4.297 3.279 2.245
106 C -2.411 0.736 -5.016
107 P -0.894 0.432 -3.997
108 C -1.439 -1.277 -3.560
109 N -0.996 -2.307 -4.223
110 C -1.575 -3.519 -4.007
111 C -1.142 -4.645 -4.742
112 C -1.747 -5.854 -4.543
113 C -2.790 -5.993 -3.596
114 C -3.216 -4.918 -2.869
115 C -2.617 -3.655 -3.075
116 N -3.020 -2.586 -2.337
117 C -2.461 -1.425 -2.540
118 P -2.883 -0.085 -1.281
119 C -3.124 -1.242 0.135
120 C -4.678 0.456 -1.587
121 C -4.669 1.894 -2.128
122 C -5.374 0.519 -0.221
123 C -5.453 -0.467 -2.522
124 C 0.419 0.349 -5.336
125 C 0.294 -0.766 -6.373
126 C 1.774 0.247 -4.627
127 C 0.356 1.703 -6.056
128 H -2.424 0.078 -5.886
129 H -2.475 1.773 -5.341
130 H -3.286 0.510 -4.418
131 H -0.342 -4.519 -5.459
132 H -1.433 -6.716 -5.116
133 H -3.249 -6.961 -3.450
134 H -4.008 -5.000 -2.136
135 H -3.962 -1.913 -0.045
136 H -3.282 -0.687 1.060
137 H -2.231 -1.856 0.231
138 H -4.149 2.565 -1.440
139 H -5.699 2.247 -2.230
140 H -4.198 1.986 -3.101
141 H -4.775 1.062 0.515
142 H -5.600 -0.467 0.178
143 H -6.318 1.055 -0.336
144 H -5.059 -0.436 -3.539
145 H -6.496 -0.143 -2.559
146 H -5.427 -1.504 -2.185
147 H 0.373 -1.750 -5.918
148 H 1.096 -0.649 -7.107
149 H -0.649 -0.716 -6.920
150 H 1.909 -0.744 -4.193
151 H 1.866 0.980 -3.821
152 H 2.582 0.426 -5.340
153 H -0.600 1.889 -6.537
154 H 1.120 1.709 -6.837
155 H 0.577 2.529 -5.379